Formula: C64H177N32O9P9
Source: OMol25
Level of theory: ωB97M-V/def2-TZVPD

Last column: Löwdin charge in e.
Element x y z (Å)
1 O 1.052 3.913 5.838  -0.2953
2 P 2.225 3.170 6.380  0.6065
3 N 2.192 1.584 5.796  -0.2916
4 C 2.965 0.434 6.349  -0.1003
5 C 1.542 1.237 4.551  -0.1230
6 N 2.360 3.004 8.075  -0.2964
7 C 1.203 2.941 8.902  -0.1374
8 C 3.578 2.567 8.749  -0.1318
9 N 3.797 3.621 5.781  -0.2794
10 C 4.874 2.666 5.349  -0.0820
11 C 4.210 5.008 5.854  -0.1403
12 H 3.552 -0.001 5.541  0.0797
13 H 2.265 -0.280 6.783  0.0834
14 H 3.581 0.653 7.221  0.0456
15 H 2.166 1.496 3.695  0.0658
16 H 0.570 1.704 4.392  0.0685
17 H 1.303 0.175 4.512  0.0797
18 H 0.569 2.070 8.736  0.0804
19 H 1.443 3.011 9.963  0.0855
20 H 0.499 3.748 8.700  0.0766
21 H 4.010 3.332 9.395  0.0881
22 H 3.562 1.550 9.140  0.0841
23 H 4.405 2.446 8.049  0.0532
24 H 4.574 2.344 4.352  0.0658
25 H 5.832 3.163 5.194  0.0747
26 H 5.022 1.779 5.965  0.0556
27 H 4.929 5.216 5.063  0.0591
28 H 4.701 5.189 6.810  0.0777
29 H 3.407 5.726 5.690  0.0734
30 O 5.942 -1.192 -4.203  -0.2933
31 P 4.942 -2.193 -4.653  0.6312
32 N 3.232 -1.851 -4.547  -0.2899
33 C 2.163 -2.864 -4.609  -0.1210
34 C 2.815 -0.459 -4.644  -0.1251
35 N 5.130 -3.647 -3.773  -0.3072
36 C 4.799 -3.707 -2.346  -0.1105
37 C 6.274 -4.462 -4.064  -0.1400
38 N 5.066 -2.686 -6.320  -0.2986
39 C 6.143 -2.126 -7.200  -0.0948
40 C 4.227 -3.742 -6.903  -0.1214
41 H 1.363 -2.629 -3.907  0.0574
42 H 2.551 -3.828 -4.280  0.0367
43 H 1.747 -2.823 -5.616  0.0798
44 H 3.234 0.114 -3.817  0.0641
45 H 1.758 -0.198 -4.585  0.0540
46 H 3.230 -0.031 -5.557  0.0771
47 H 5.474 -3.131 -1.713  0.0713
48 H 3.811 -3.251 -2.284  0.0610
49 H 4.699 -4.730 -1.984  0.0732
50 H 7.130 -4.292 -3.410  0.0873
51 H 6.063 -5.530 -3.999  0.0754
52 H 6.553 -4.420 -5.116  0.0749
53 H 6.427 -2.792 -8.015  0.0749
54 H 5.846 -1.151 -7.587  0.0695
55 H 6.940 -1.881 -6.499  0.0601
56 H 4.622 -4.317 -7.740  0.0795
57 H 3.302 -3.267 -7.230  0.0679
58 H 3.875 -4.469 -6.171  0.0634
59 O -1.103 1.166 -1.652  -0.2885
60 P -0.685 0.907 -0.254  0.6038
61 N -0.077 2.316 0.413  -0.2882
62 C 0.944 3.068 -0.331  -0.0927
63 C -0.739 3.222 1.356  -0.1141
64 N 0.730 -0.087 -0.084  -0.2660
65 C 1.716 0.026 0.983  -0.1098
66 C 0.998 -1.200 -0.994  -0.1172
67 N -1.793 0.200 0.848  -0.2999
68 C -1.541 -0.027 2.262  -0.0817
69 C -2.477 -0.925 0.239  -0.1567
70 H 1.617 3.624 0.323  0.0556
71 H 0.409 3.785 -0.954  0.0637
72 H 1.551 2.363 -0.898  0.0856
73 H 0.021 3.681 1.989  0.0800
74 H -1.406 2.641 1.993  0.0673
75 H -1.320 3.967 0.812  0.0437
76 H 1.436 0.818 1.677  0.0556
77 H 1.898 -0.810 1.659  0.0667
78 H 2.626 0.357 0.484  0.0669
79 H 0.800 -0.931 -2.032  0.0617
80 H 2.062 -1.435 -1.009  0.0760
81 H 0.312 -2.023 -0.789  0.0638
82 H -2.514 -0.368 2.617  0.0778
83 H -0.712 -0.730 2.341  0.0776
84 H -1.181 0.897 2.713  0.0565
85 H -3.431 -1.111 0.733  0.0684
86 H -1.904 -1.845 0.346  0.0723
87 H -2.751 -0.821 -0.811  0.0579
88 O 0.193 -5.271 -4.046  -0.2818
89 P -0.118 -6.514 -3.297  0.6148
90 N -0.910 -7.761 -4.242  -0.3081
91 C -0.129 -8.314 -5.362  -0.1157
92 C -2.426 -7.745 -4.555  -0.0615
93 N -1.101 -6.321 -1.928  -0.3221
94 C -0.961 -5.026 -1.287  -0.1004
95 C -1.489 -7.468 -1.112  -0.1016
96 N 1.280 -7.250 -2.593  -0.2751
97 C 1.470 -8.642 -2.220  -0.1346
98 C 2.514 -6.434 -2.640  -0.1116
99 H -0.034 -7.418 -5.974  0.0813
100 H -0.613 -9.223 -5.720  0.0837
101 H 0.874 -8.556 -5.010  0.0614
102 H -2.947 -7.859 -3.605  0.0564
103 H -2.685 -8.476 -5.321  0.0753
104 H -2.678 -6.761 -4.952  0.0654
105 H 0.060 -5.058 -0.906  0.0728
106 H -1.105 -4.245 -2.033  0.0417
107 H -1.756 -4.926 -0.548  0.0802
108 H -2.392 -7.227 -0.552  0.0743
109 H -1.611 -8.334 -1.763  0.0693
110 H -0.702 -7.625 -0.375  0.0562
111 H 2.126 -9.119 -2.949  0.0764
112 H 1.766 -8.754 -1.177  0.0803
113 H 0.615 -9.306 -2.345  0.0716
114 H 3.430 -7.024 -2.676  0.0767
115 H 2.706 -6.051 -1.638  0.0592
116 H 2.597 -5.632 -3.373  0.0526
117 O 4.234 2.872 0.663  -0.3123
118 P 5.246 3.896 1.137  0.6094
119 N 6.478 3.280 2.230  -0.2909
120 C 6.726 1.800 2.345  -0.0964
121 C 7.526 4.126 2.721  -0.1411
122 N 4.563 5.094 2.039  -0.2704
123 C 5.129 6.492 2.138  -0.0857
124 C 3.175 4.966 2.509  -0.0937
125 N 6.116 4.605 -0.176  -0.3130
126 C 7.267 3.880 -0.741  -0.0974
127 C 5.336 5.426 -1.119  -0.0975
128 H 5.831 1.196 2.195  0.0588
129 H 7.229 1.518 3.270  0.0819
130 H 7.286 1.487 1.463  0.0585
131 H 8.245 4.475 1.979  0.0673
132 H 7.974 3.541 3.525  0.0808
133 H 7.155 5.060 3.142  0.0603
134 H 6.103 6.538 1.651  0.0660
135 H 4.490 7.162 1.563  0.0635
136 H 5.299 6.885 3.140  0.0754
137 H 3.109 5.400 3.507  0.0605
138 H 2.409 5.410 1.873  0.0483
139 H 2.930 3.906 2.581  0.0678
140 H 7.716 4.462 -1.545  0.0870
141 H 8.107 3.735 -0.061  0.0637
142 H 6.942 2.891 -1.064  0.0616
143 H 4.424 5.780 -0.640  0.0669
144 H 5.042 4.707 -1.884  0.0840
145 H 5.942 6.248 -1.500  0.0846
146 O 0.503 -3.027 3.798  -0.2918
147 P 1.266 -4.220 3.386  0.6113
148 N 0.529 -5.501 2.579  -0.3165
149 C 1.295 -6.576 1.999  -0.1306
150 C -0.813 -5.777 2.842  -0.1494
151 N 1.898 -5.082 4.752  -0.2811
152 C 2.680 -6.318 4.691  -0.1242
153 C 1.747 -4.514 6.101  -0.1203
154 N 2.636 -3.738 2.423  -0.2880
155 C 3.730 -3.112 3.136  -0.1136
156 C 2.430 -3.434 0.947  -0.0786
157 H 0.757 -6.857 1.093  0.0520
158 H 1.197 -7.470 2.615  0.0746
159 H 2.333 -6.387 1.726  0.0871
160 H -1.189 -6.589 2.220  0.0794
161 H -1.437 -4.892 2.716  0.0607
162 H -0.920 -6.144 3.862  0.0711
163 H 2.118 -7.177 4.323  0.0561
164 H 3.502 -6.301 3.976  0.0683
165 H 3.294 -6.520 5.569  0.0854
166 H 0.781 -4.030 6.238  0.0640
167 H 1.628 -5.330 6.814  0.0786
168 H 2.527 -3.807 6.383  0.0708
169 H 4.541 -3.029 2.412  0.0607
170 H 3.328 -2.130 3.383  0.0658
171 H 4.018 -3.679 4.021  0.0733
172 H 3.350 -3.045 0.511  0.0752
173 H 1.650 -2.704 0.729  0.0234
174 H 2.001 -4.266 0.387  0.0489
175 O -7.324 2.440 -2.214  -0.3338
176 P -6.554 3.710 -1.847  0.6481
177 N -6.022 4.549 -3.208  -0.3070
178 C -4.868 4.069 -3.994  -0.0950
179 C -6.971 5.453 -3.883  -0.0960
180 N -5.177 3.354 -0.828  -0.2815
181 C -4.802 1.938 -0.686  -0.1164
182 C -4.044 4.231 -0.717  -0.1430
183 N -7.479 4.854 -0.933  -0.3101
184 C -6.902 6.085 -0.455  -0.1424
185 C -8.816 4.507 -0.325  -0.0853
186 H -5.012 3.048 -4.348  0.0825
187 H -3.914 4.036 -3.467  0.0525
188 H -4.602 4.746 -4.806  0.0832
189 H -7.804 4.821 -4.189  0.0820
190 H -6.512 5.876 -4.777  0.0793
191 H -7.293 6.280 -3.250  0.0639
192 H -4.243 1.612 -1.563  0.0791
193 H -4.193 1.779 0.204  0.0698
194 H -5.717 1.366 -0.533  0.0637
195 H -3.088 3.752 -0.509  0.0642
196 H -3.932 4.968 -1.513  0.0679
197 H -4.245 4.789 0.197  0.0648
198 H -6.300 6.470 -1.279  0.0643
199 H -7.738 6.771 -0.318  0.0835
200 H -6.311 5.968 0.453  0.0691
201 H -8.680 4.211 0.715  0.0774
202 H -9.179 3.579 -0.766  0.0605
203 H -9.593 5.241 -0.540  0.0779
204 O -7.920 -4.896 -2.714  -0.3398
205 P -6.994 -3.757 -3.158  0.6316
206 N -5.355 -3.880 -2.644  -0.2995
207 C -4.771 -3.388 -1.348  -0.0788
208 C -4.657 -5.080 -3.031  -0.1513
209 N -7.604 -2.257 -2.638  -0.3263
210 C -6.884 -0.988 -2.778  -0.1176
211 C -9.072 -2.159 -2.618  -0.0998
212 N -6.933 -3.505 -4.864  -0.3042
213 C -5.856 -2.713 -5.466  -0.1263
214 C -7.895 -4.145 -5.779  -0.1019
215 H -4.830 -4.259 -0.696  0.0494
216 H -5.408 -2.580 -0.986  0.0775
217 H -3.706 -3.188 -1.464  0.0605
218 H -4.846 -5.914 -2.355  0.0825
219 H -3.581 -4.910 -3.039  0.0633
220 H -4.903 -5.327 -4.064  0.0780
221 H -5.820 -1.158 -2.945  0.0587
222 H -7.276 -0.497 -3.668  0.0817
223 H -7.081 -0.277 -1.976  0.0646
224 H -9.567 -3.076 -2.295  0.0740
225 H -9.290 -1.322 -1.955  0.0809
226 H -9.337 -1.868 -3.634  0.0758
227 H -6.337 -1.948 -6.075  0.0851
228 H -5.376 -2.103 -4.700  0.0417
229 H -5.104 -3.280 -6.014  0.0798
230 H -7.480 -3.891 -6.755  0.0707
231 H -8.907 -3.742 -5.749  0.0742
232 H -7.900 -5.234 -5.740  0.0752
233 O -0.780 9.604 2.626  -0.3033
234 P -1.093 8.251 2.075  0.5986
235 N -2.464 8.243 1.059  -0.2988
236 C -3.807 8.222 1.672  -0.1050
237 C -2.415 8.987 -0.205  -0.1121
238 N -1.284 6.984 3.272  -0.2874
239 C -0.361 6.994 4.469  -0.0746
240 C -1.852 5.697 3.050  -0.1619
241 N 0.142 7.701 1.063  -0.2880
242 C 0.131 6.467 0.254  -0.1150
243 C 1.532 8.106 1.313  -0.1204
244 H -3.936 7.333 2.290  0.0554
245 H -4.623 8.125 0.957  0.0750
246 H -3.912 9.019 2.408  0.0837
247 H -3.006 8.473 -0.962  0.0730
248 H -1.442 8.961 -0.695  0.0744
249 H -2.797 9.997 -0.053  0.0855
250 H -0.182 8.004 4.839  0.0749
251 H -0.825 6.418 5.269  0.0793
252 H 0.551 6.513 4.115  0.0617
253 H -1.223 4.916 3.477  0.0730
254 H -2.791 5.517 3.574  0.0787
255 H -2.099 5.603 1.993  0.0517
256 H 0.786 5.699 0.667  0.0396
257 H -0.850 6.003 0.152  0.0564
258 H 0.420 6.691 -0.773  0.0859
259 H 1.568 9.196 1.301  0.0773
260 H 2.261 7.741 0.591  0.0718
261 H 1.866 7.853 2.320  0.0659
262 C -4.981 -6.070 2.074  -0.0428
263 C -4.409 -4.751 1.936  -0.2560
264 N -3.937 -3.693 1.848  0.1808
265 H -4.305 -6.652 2.700  0.0881
266 H -5.028 -6.528 1.086  0.0822
267 H -5.975 -5.996 2.515  0.0944
268 C 5.641 0.069 -0.710  -0.0601
269 C 6.158 -0.883 0.225  -0.2942
270 N 6.590 -1.691 0.970  0.1343
271 H 5.647 -0.434 -1.677  0.0651
272 H 6.380 0.869 -0.767  0.0625
273 H 4.648 0.460 -0.486  0.0635
274 C -3.251 -2.453 4.503  -0.0932
275 C -2.879 -3.734 5.023  -0.3037
276 N -2.579 -4.778 5.440  0.1405
277 H -2.843 -2.309 3.503  0.0333
278 H -2.796 -1.836 5.278  0.0930
279 H -4.330 -2.307 4.552  0.0908
280 C -0.269 3.495 -3.775  -0.0795
281 C -0.465 4.290 -4.980  -0.2907
282 N -0.609 4.916 -5.952  0.1126
283 H -0.445 2.441 -3.987  0.0747
284 H -0.974 3.966 -3.090  0.0693
285 H 0.726 3.730 -3.398  0.0780
286 C -1.858 -1.970 -3.797  -0.0518
287 C -1.196 -1.191 -4.881  -0.2331
288 N -0.648 -0.561 -5.718  0.1291
289 H -1.266 -2.669 -3.205  0.0433
290 H -2.749 -2.480 -4.162  0.0680
291 H -2.109 -1.203 -3.064  0.0560

## Properties
E_tot	-218954.3902	eV
largest force on an atom	0.08997	hartree/bohr
total charge	0
frontier orbital gap	8.3	eV
ΔE to the lowest compared entry with this formula, charge and spin	0.00	kJ/mol